# 1
Computed, not measured: the molecule C4H4S at a distorted geometry, with the ωB97M-V functional and the def2-TZVPD basis.

Geometry as XYZ:
```
9
Properties=species:S:1:pos:R:3:forces:R:3
C -0.59698 -1.02163 0.40318 5.19 2.43 0.84
C 0.58376 -0.80513 0.90103 -0.98 -0.78 0.36
C -0.08479 1.28752 -0.39897 -1.35 1.11 1.73
C 0.35513 -0.10634 -0.39294 -0.79 0.58 0.59
S -0.54860 2.12864 -1.72780 0.60 -0.40 1.14
H -1.36152 -1.56207 0.11300 -3.89 -2.37 -0.66
H 1.28192 -1.08110 1.68529 -0.05 0.18 -0.37
H -0.29810 1.63911 0.74928 0.53 -0.36 -2.84
H 0.66917 -0.47900 -1.33207 0.74 -0.38 -0.79
```
Forces are in eV/Å.

Computed properties:
- max |F| (Eh/bohr) = 0.1127
- SMILES string = S=CC1C=C1
- HOMO-LUMO gap (eV) = 8.458
- E (eV) = -15044.036
- highest occupied orbital energy (eV) = -8.54
- lowest unoccupied orbital energy (eV) = -0.08


# 2
Computed, not measured: the molecule C4H4S2 at a distorted geometry, with the ωB97M-V functional and the def2-TZVPD basis.

Geometry as XYZ:
```
10
Properties=species:S:1:pos:R:3:forces:R:3
C -0.97421 -1.19815 -0.07410 -1.71 0.13 -0.17
C -0.14230 -1.33513 0.95833 0.82 2.04 -0.95
C 1.01343 1.10504 0.01725 -0.27 -0.83 0.43
C 0.14625 1.20286 -0.99273 1.23 -0.49 0.50
H -2.07730 -1.52202 -0.10585 1.98 0.09 0.49
H -0.41609 -1.69334 1.93055 -0.11 -0.47 0.14
H 1.56882 1.91667 0.43825 0.08 0.67 -0.15
H 0.12087 2.13717 -1.56882 -0.59 -0.54 0.25
S -0.68556 -0.25253 -1.56511 0.06 0.03 0.02
S 1.44610 -0.36057 0.96223 -1.49 -0.63 -0.56
```
Forces are in eV/Å.

Computed properties:
- max |F| (Eh/bohr) = 0.0465
- SMILES string = C1=CSC=CS1
- HOMO-LUMO gap (eV) = 8.803
- E (eV) = -25881.625
- highest occupied orbital energy (eV) = -8.03
- lowest unoccupied orbital energy (eV) = 0.78


# 3
Computed, not measured: a cluster of 2 separate species, C4H4Si in total at a distorted geometry, with the ωB97M-V functional and the def2-TZVPD basis.

Geometry as XYZ:
```
9
Properties=species:S:1:pos:R:3:forces:R:3
C -0.41681 2.28505 0.03273 2.63 -5.35 3.17
C -0.65851 -1.69888 -1.71934 -0.99 -0.56 -2.01
C 0.06623 1.28442 0.55392 -0.36 2.63 -1.09
C -0.54502 -1.47295 -0.54702 2.08 1.72 3.80
Si 0.77637 -0.19801 1.24147 -2.46 -2.46 -1.40
H -0.70785 3.01510 -0.55404 -1.56 3.33 -2.28
H -1.01085 -1.93629 -2.72066 0.49 0.16 0.70
H 0.55731 -0.23435 2.71665 -0.30 -0.13 -0.47
H 1.93914 -1.04409 0.99629 0.47 0.65 -0.42
```
Forces are in eV/Å.

Computed properties:
- max |F| (Eh/bohr) = 0.1314
- HOMO-LUMO gap (eV) = 8.665
- E (eV) = -12083.588
- highest occupied orbital energy (eV) = -9.42
- lowest unoccupied orbital energy (eV) = -0.76


# 4
Computed, not measured: a structure of composition C4H5AgNaO2 at a distorted geometry, with the ωB97M-V functional and the def2-TZVPD basis.

Geometry as XYZ:
```
13
Properties=species:S:1:pos:R:3:forces:R:3
H 3.62258 -0.52589 0.82541 0.42 -0.17 -0.22
C 1.27782 0.56406 0.05676 0.33 1.46 -3.07
C 0.52337 -0.68957 -0.18792 0.24 -0.70 0.16
C -0.80336 -0.87330 -0.04944 0.24 0.02 0.02
C -1.77599 0.18438 0.24031 0.05 -0.03 -0.09
O -2.97733 -0.04820 0.23620 -0.61 0.29 0.18
Ag -5.65949 0.94620 0.53845 0.78 -0.27 -0.08
H 0.73921 1.36888 0.59393 0.66 -0.33 0.58
H 1.12590 -1.48963 -0.62712 -0.10 0.16 0.43
H -1.23439 -1.85701 -0.25043 0.08 0.35 -0.09
H -1.42153 1.22099 0.38125 0.01 -0.23 0.09
O 2.20910 0.86587 -0.69879 -1.94 -0.19 1.34
Na 4.37411 0.33324 -1.05862 -0.17 -0.34 0.75
```
Forces are in eV/Å.

Computed properties:
- charge = +1
- max |F| (Eh/bohr) = 0.0665
- HOMO-LUMO gap (alpha / beta) (eV) = 1.616 / 1.650
- E (eV) = -16727.667
- highest occupied orbital energy (alpha / beta) (eV) = -8.30 / -8.33
- lowest unoccupied orbital energy (alpha / beta) (eV) = -6.69 / -6.68


# 5
Computed, not measured: a structure of composition C4H5AgO2 at a distorted geometry, with the ωB97M-V functional and the def2-TZVPD basis.

Geometry as XYZ:
```
12
Properties=species:S:1:pos:R:3:forces:R:3
O -2.64005 0.77597 -0.43380 -1.29 -3.10 -1.18
C -1.58853 0.91110 0.34523 1.01 2.26 -0.62
C -1.01151 -0.38140 0.45513 2.58 -1.15 2.29
C 0.46263 -0.52261 0.38359 -1.09 -0.50 0.09
C 1.20337 -0.09527 -0.66460 0.32 0.55 0.12
O 2.50752 -0.17301 -0.79444 -2.21 0.22 -1.44
Ag 4.17434 -0.26684 0.15145 1.61 -0.15 1.15
H -0.92950 1.75084 0.07602 -0.22 0.01 0.48
H -1.47980 -0.95996 1.26535 0.26 -0.24 -0.27
H 0.97773 -0.98005 1.23556 -0.17 -0.30 -0.39
H 0.68175 0.41304 -1.49455 0.24 -0.32 0.13
H -2.35795 -0.47180 -0.52493 -1.04 2.72 -0.38
```
Forces are in eV/Å.

Computed properties:
- max |F| (Eh/bohr) = 0.0708
- HOMO-LUMO gap (alpha / beta) (eV) = 3.965 / 6.324
- E (eV) = -12315.293
- highest occupied orbital energy (alpha / beta) (eV) = -5.86 / -8.23
- multiplicity = 3
- lowest unoccupied orbital energy (alpha / beta) (eV) = -1.90 / -1.90


# 6
Computed, not measured: a structure of composition C4H5AlO2 at a distorted geometry, with the ωB97M-V functional and the def2-TZVPD basis.

Geometry as XYZ:
```
12
Properties=species:S:1:pos:R:3:forces:R:3
O 0.19642 -0.16230 2.56280 3.31 4.37 -0.72
C 0.97225 -0.72620 1.59885 -1.29 -3.31 -3.08
C 0.63450 -0.67219 0.26898 1.26 -0.76 1.62
C -0.35392 0.17746 -0.32391 -0.79 0.54 -2.18
C -0.64114 0.11662 -1.66376 3.70 -3.43 3.56
O -1.44312 0.89168 -2.32036 -0.73 -1.07 -2.10
Al -2.07118 2.29019 -2.07153 -1.97 3.89 0.41
H 1.67705 -1.50951 1.91460 -0.03 0.60 0.04
H 0.84661 0.69372 2.38792 -2.96 -1.66 2.12
H 1.16066 -1.37403 -0.38568 0.03 0.48 0.15
H -0.84609 0.93515 0.29315 -0.08 -0.13 0.05
H -0.13204 -0.66060 -2.26107 -0.46 0.48 0.12
```
Forces are in eV/Å.

Computed properties:
- charge = +1
- max |F| (Eh/bohr) = 0.1201
- HOMO-LUMO gap (alpha / beta) (eV) = 6.141 / 2.615
- E (eV) = -14909.806
- highest occupied orbital energy (alpha / beta) (eV) = -11.73 / -11.72
- multiplicity = 2
- lowest unoccupied orbital energy (alpha / beta) (eV) = -5.59 / -9.11


# 7
Computed, not measured: a structure of composition C4H5B2F11O2Sn at a distorted geometry, with the ωB97M-V functional and the def2-TZVPD basis.

Geometry as XYZ:
```
25
Properties=species:S:1:pos:R:3:forces:R:3
Sn -1.52870 -0.67856 0.56763 -6.13 -1.25 2.82
B -0.29521 -2.79198 1.08777 1.53 -4.11 1.04
F -1.10861 -2.98854 2.13122 -0.87 0.34 1.81
F 0.38364 -1.57978 1.17043 0.28 0.79 4.10
F 0.61423 -3.77114 0.92126 -0.37 -2.01 0.92
F -1.10399 -2.75584 -0.01803 -0.99 -0.62 -2.74
B -2.83127 0.80346 2.14097 -1.54 2.28 2.46
F -3.53509 1.85640 2.64814 -0.56 -0.24 0.50
F -3.44253 0.27422 1.02760 -3.34 0.05 -0.56
F -1.67252 1.35250 1.61675 2.94 1.41 -0.90
F -2.42460 -0.15555 3.03993 -0.29 -0.56 0.26
C 0.43707 2.33143 -2.30032 0.61 0.47 -0.30
C 0.92915 2.05375 -0.86714 -2.44 1.93 -1.32
O 1.72571 0.90339 -0.83263 -0.11 -3.01 1.10
C 1.17028 -0.29695 -0.59386 -0.19 3.17 -1.10
O -0.06472 -0.48855 -0.51145 8.39 3.01 -7.21
C 2.29817 -1.33935 -0.58582 0.85 -2.33 1.72
F 3.43428 -0.90853 0.00514 -1.15 0.26 -0.05
F 1.89746 -2.47328 0.03160 2.79 1.99 -2.41
F 2.61216 -1.64507 -1.81566 -0.12 0.11 -1.39
H 0.20604 3.38397 -2.46434 -0.64 0.07 0.70
H -0.41254 1.71643 -2.59699 0.20 -0.01 -0.05
H 1.24726 2.29309 -3.02849 0.19 -0.86 0.04
H 0.03103 1.95059 -0.25817 0.22 -0.22 0.34
H 1.43335 2.95388 -0.51555 0.71 -0.67 0.21
```
Forces are in eV/Å.

Computed properties:
- max |F| (Eh/bohr) = 0.2229
- HOMO-LUMO gap (eV) = 7.670
- E (eV) = -45407.896
- highest occupied orbital energy (eV) = -9.66
- lowest unoccupied orbital energy (eV) = -1.99


# 8
Computed, not measured: a structure of composition C4H5BiO5 at a distorted geometry, with the ωB97M-V functional and the def2-TZVPD basis.

Geometry as XYZ:
```
15
Properties=species:S:1:pos:R:3:forces:R:3
O 0.99246 0.63216 -0.47662 3.57 0.11 -1.39
C 1.58090 -0.49294 -0.06990 -6.16 -2.80 0.55
O 2.70097 -0.35378 0.42739 3.54 -0.50 0.65
O 0.87242 -1.55286 0.05476 2.55 1.35 0.01
Bi 2.99250 1.66464 0.28262 -0.26 1.16 0.06
C -0.56543 -1.48287 -0.17475 -0.91 0.31 -1.02
C -1.17863 -0.30216 0.53294 0.78 1.09 0.57
H -0.71468 -1.45219 -1.26029 0.03 -0.23 0.14
H -0.95335 -2.41879 0.23567 0.01 0.04 -0.05
H -1.09317 -0.38664 1.62193 -0.06 0.15 -0.17
H -2.22296 -0.13778 0.24795 0.12 0.15 -0.02
O -0.07286 1.88124 1.11737 0.39 -0.63 -0.03
C -0.36306 1.18000 0.07531 -3.51 -0.08 0.75
O -0.87633 1.87903 -0.91994 0.34 -0.08 0.20
H -1.09877 1.34294 -1.69443 -0.44 -0.04 -0.27
```
Forces are in eV/Å.

Computed properties:
- charge = +3
- max |F| (Eh/bohr) = 0.1319
- HOMO-LUMO gap (alpha / beta) (eV) = 6.143 / 6.440
- E (eV) = -20265.575
- highest occupied orbital energy (alpha / beta) (eV) = -24.22 / -24.51
- multiplicity = 2
- lowest unoccupied orbital energy (alpha / beta) (eV) = -18.08 / -18.07


# 9
Computed, not measured: a cluster of 2 separate species, C4H5Br in total at a distorted geometry, with the ωB97M-V functional and the def2-TZVPD basis.

Geometry as XYZ:
```
10
Properties=species:S:1:pos:R:3:forces:R:3
C -0.60048 -0.06923 0.26572 -1.06 0.66 -1.61
C -0.62773 -1.36540 0.48606 0.45 0.77 -0.13
C -0.91403 0.93931 -0.72341 -0.66 0.03 1.37
C -0.54995 1.33374 0.49452 -0.91 -3.86 -4.06
Br 2.94525 0.35513 -0.10337 -0.12 -0.46 -0.32
H -0.10970 -1.63511 1.34508 0.37 -1.28 1.53
H -0.94860 -2.03130 -0.27615 -0.07 -0.56 -0.32
H 2.39343 -0.77771 -0.80813 0.16 0.48 0.35
H -1.36430 1.15571 -1.68048 0.36 0.15 0.07
H -0.22389 2.09488 1.00016 1.49 4.08 3.11
```
Forces are in eV/Å.

Computed properties:
- max |F| (Eh/bohr) = 0.1103
- SMILES string = C=C1C=C1.Br
- HOMO-LUMO gap (eV) = 9.013
- E (eV) = -74267.495
- highest occupied orbital energy (eV) = -8.23
- lowest unoccupied orbital energy (eV) = 0.78


# 10
Computed, not measured: the molecule C4H5BrF2 at a distorted geometry, with the ωB97M-V functional and the def2-TZVPD basis.

Geometry as XYZ:
```
12
Properties=species:S:1:pos:R:3:forces:R:3
C -1.79834 -0.32873 0.75330 1.89 0.99 0.62
C -2.76444 -1.00751 0.18991 -2.13 -1.91 1.01
C 0.63347 0.14458 0.03136 1.75 -1.63 -0.99
C -0.82128 0.40686 -0.16184 -1.50 0.51 0.70
F -3.62105 -1.83614 0.83276 0.80 0.77 0.55
F -3.16759 -1.10111 -1.05194 0.91 0.79 -0.86
Br -1.14625 2.38795 -0.08300 0.05 -0.38 0.12
H -1.60136 -0.32137 1.86347 -0.57 -0.27 -1.48
H 1.19180 0.49342 0.88879 -0.65 0.76 0.49
H 1.24027 0.45444 -0.85159 -0.65 -0.02 0.52
H 0.81826 -0.95110 0.11747 -0.43 0.40 -0.31
H -1.18021 0.18540 -1.15615 0.52 -0.01 -0.38
```
Forces are in eV/Å.

Computed properties:
- max |F| (Eh/bohr) = 0.0590
- SMILES string = C[C@H](Br)C=C(F)F
- HOMO-LUMO gap (eV) = 10.811
- E (eV) = -79705.591
- highest occupied orbital energy (eV) = -9.97
- lowest unoccupied orbital energy (eV) = 0.84